Entry 1:
Formula: C23H45Cl3N2O3PPrSi
Source: the OMol25 dataset
Level of theory: ωB97M-V/def2-TZVPD

CARTESIAN COORDINATES (ANGSTROEM)
Pr -0.319 0.160 0.279
Cl -0.010 -2.426 0.886
Cl -7.024 2.138 3.059
Cl -2.627 0.912 1.385
P 1.567 0.846 2.530
Si -5.500 2.469 4.436
O 1.956 -0.282 -0.891
O -0.905 -0.436 -1.787
O 0.292 2.259 -0.780
N 3.484 -1.664 -1.937
N -1.024 2.431 -2.648
C -2.936 -1.244 -4.112
C -2.296 2.478 -1.926
C -1.105 2.448 -4.106
C -3.790 -1.228 -1.724
C 1.424 -1.869 -4.902
C -0.335 -2.197 -3.279
C 0.151 2.335 -2.030
C 2.347 -1.416 -1.281
C -0.214 -3.579 -3.419
C 2.442 1.901 3.729
C -4.393 0.974 4.332
C 1.492 -3.255 -5.114
C -2.754 -1.430 -2.799
C -1.349 -1.647 -2.273
C 2.867 -0.430 2.212
C -4.661 4.056 3.903
C 0.515 -1.342 -3.984
C 3.869 -3.022 -2.344
C 4.378 -0.566 -2.297
C 0.327 0.010 3.646
C 0.672 -4.117 -4.357
C -6.279 2.626 6.135
C -4.239 -0.929 -4.777
H 1.725 -2.300 -1.060
H 4.012 0.362 -1.854
H -0.851 -4.204 -2.785
H -6.982 3.468 6.167
H 0.723 -5.192 -4.490
H 2.178 -3.679 -5.846
H -4.007 0.871 3.307
H 4.452 -0.460 -3.385
H -5.371 4.893 3.929
H -3.820 4.290 4.569
H -2.917 1.641 -2.265
H -2.817 3.413 -2.166
H 1.776 2.679 4.119
H -3.426 -0.547 -0.931
H 1.017 2.281 -2.733
H 5.394 -0.773 -1.948
H -1.627 1.553 -4.466
H -4.110 -0.041 -5.417
H -2.146 2.408 -0.843
H 0.467 -0.265 -3.797
H -1.429 -2.392 -1.453
H 2.808 1.293 4.563
H -4.561 -1.752 -5.440
H -4.714 -0.803 -2.132
H 4.833 -3.295 -1.893
H -2.082 -1.350 -4.794
H -5.506 2.792 6.898
H 3.517 0.000 1.438
H 2.082 -1.204 -5.466
H -0.077 -0.914 3.207
H 0.766 -0.218 4.623
H -3.531 1.067 5.006
H -1.652 3.334 -4.443
H 3.982 -3.072 -3.434
H -0.086 2.463 -4.510
H 2.434 -1.356 1.815
H -6.827 1.712 6.395
H -0.503 0.720 3.784
H 3.092 -3.730 -2.022
H -4.279 3.954 2.879
H -5.043 -0.727 -4.053
H -4.945 0.057 4.576
H -4.052 -2.178 -1.227
H 3.294 2.403 3.254
H 3.466 -0.644 3.106

The calculation puts the gap between HOMO and LUMO (spin up / spin down) at 8.6467 / 8.6658 eV. The multiplicity is 3. Its LUMO energy (spin up / spin down) is 0.32 / 0.32 eV. The energy is -102514.6866 eV.

Entry 2:
Formula: CHN4OS
Source: the OMol25 dataset
Level of theory: ωB97M-V/def2-TZVPD

CARTESIAN COORDINATES (ANGSTROEM)
S -1.374 2.563 -0.051
O 3.173 -0.443 -0.028
N 0.951 -0.514 0.239
N -1.298 -0.205 -0.086
N 2.027 -0.540 -0.260
N -0.174 -1.020 -0.040
C -1.356 1.054 -0.001
H -1.948 -0.895 0.228

The calculation puts the gap between HOMO and LUMO (spin up / spin down) at 7.1982 / 7.4802 eV. The energy above the lowest of the compared OMol25 structures with the same formula, charge and spin comes out at 163.2 kJ/mol. Its LUMO energy (spin up / spin down) is -6.72 / -6.67 eV. The energy is -19881.0950 eV. The total charge is +1.

Entry 3:
Formula: C2H8O2
Source: the OMol25 dataset
Level of theory: ωB97M-V/def2-TZVPD

CARTESIAN COORDINATES (ANGSTROEM)
O -0.203 1.845 0.265
O 0.295 -1.258 -0.297
C 1.546 -2.002 -0.177
C -1.657 1.859 0.238
H 2.312 -1.248 0.053
H 0.491 -0.439 -0.753
H 1.826 -2.571 -1.141
H 1.433 -2.840 0.466
H -1.986 2.114 1.232
H 0.027 0.976 0.736
H -2.061 0.978 -0.066
H -2.024 2.588 -0.556

The calculation puts the gap between HOMO and LUMO at 11.3487 eV. The energy above the lowest of the compared OMol25 structures with the same formula, charge and spin comes out at 112.4 kJ/mol. Its LUMO energy is 0.88 eV. The structure (SMILES) is CO.CO. The energy is -6297.2457 eV.

Entry 4:
Formula: CH5PS2
Source: the OMol25 dataset
Level of theory: ωB97M-V/def2-TZVPD

CARTESIAN COORDINATES (ANGSTROEM)
S -0.502 2.448 0.043
S 2.640 -0.146 0.022
P 0.726 0.420 0.245
C -0.207 -1.004 -0.400
H -0.117 -0.994 -1.472
H -1.248 -1.216 -0.273
H 0.309 -1.916 -0.028
H 0.279 0.366 1.644
H -1.880 2.042 0.219

The calculation puts the gap between HOMO and LUMO at 8.0931 eV. The energy above the lowest of the compared OMol25 structures with the same formula, charge and spin comes out at 144.1 kJ/mol. Its LUMO energy is -1.07 eV. The structure (SMILES) is C[P@@H](=S)S. The energy is -32076.5636 eV.